No. 1
{"formula": "C29H29Ge2N2O2PdS", "method": "ωB97M-V/def2-TZVPD", "orbital_gap_ev": [6.818, 6.645], "de_lowest_kj_mol": 137.30, "multiplicity": 2, "symbols": ["C", "H", "S", "C", "C", "C", "C", "C", "H", "H", "H", "H", "H", "C", "H", "H", "C", "H", "C", "H", "H", "H", "H", "C", "C", "H", "Pd", "Ge", "C", "C", "H", "C", "H", "H", "H", "H", "H", "C", "H", "C", "C", "C", "H", "H", "H", "C", "C", "C", "H", "O", "C", "H", "H", "C", "N", "C", "C", "C", "Ge", "O", "H", "C", "H", "N", "C", "C"], "xyz": [[1.07, -1.68, 3.40], [4.88, 1.93, -0.56], [0.96, 3.10, -2.68], [-1.55, -1.23, -0.84], [2.45, 1.80, 1.79], [3.25, 2.01, 2.93], [4.44, 1.96, 0.42], [-5.39, 1.83, 1.84], [3.62, 0.29, -2.78], [4.04, -1.34, -3.34], [-6.19, 2.17, -1.43], [-3.66, -2.36, -3.25], [-5.25, -2.30, -1.35], [2.94, -2.39, 2.08], [3.92, -2.85, 2.01], [-3.72, 2.17, -1.62], [-4.20, 2.08, -0.66], [1.96, -3.73, -1.89], [3.54, -0.77, -2.56], [2.80, -2.67, 4.20], [2.77, 2.03, 3.90], [-4.47, -1.55, 0.88], [-1.33, -1.66, -2.94], [-3.33, -2.04, -2.27], [-1.93, 1.91, 0.34], [0.65, 1.76, 3.03], [0.53, 1.79, -0.88], [0.29, -0.66, -0.67], [-5.58, 2.08, -0.54], [3.06, 1.71, 0.52], [0.73, 0.60, -4.05], [1.02, 1.75, 2.01], [-0.51, -0.70, 2.36], [1.57, -0.60, -5.04], [0.57, -1.59, 4.36], [-2.14, -0.89, 1.21], [2.84, -1.97, -0.01], [-3.78, -1.59, 0.05], [6.26, 2.36, 1.45], [-3.41, 1.96, 0.48], [5.19, 2.18, 1.55], [-2.01, -1.64, -2.09], [-5.85, 1.73, 2.82], [0.49, -3.56, -2.86], [5.21, 2.36, 3.70], [2.32, -1.89, 0.94], [4.61, 2.19, 2.82], [-4.21, -2.01, -1.20], [-7.25, 1.94, 0.79], [2.42, 1.34, -0.58], [1.52, -3.23, -2.76], [4.02, -0.96, -1.61], [2.08, -3.54, -3.64], [1.07, -1.29, 1.01], [-1.20, 1.77, 1.41], [-6.18, 1.94, 0.71], [-4.01, 1.84, 1.73], [-2.46, -1.21, 0.23], [1.66, -1.28, -2.60], [-1.47, 1.95, -0.87], [-0.07, -0.92, -4.47], [0.88, -0.47, -4.21], [-3.38, 1.74, 2.61], [0.14, 1.78, 1.07], [2.32, -2.28, 3.31], [0.45, -1.19, 2.26]]}

No. 2
{"formula": "C29H29N2O5Ru", "method": "ωB97M-V/def2-TZVPD", "orbital_gap_ev": [6.324, 7.313], "multiplicity": 6, "symbols": ["O", "C", "C", "O", "C", "C", "C", "H", "H", "C", "H", "C", "C", "C", "H", "H", "C", "H", "H", "H", "H", "H", "H", "H", "C", "C", "O", "C", "C", "H", "C", "C", "H", "H", "C", "H", "C", "C", "H", "O", "C", "H", "H", "O", "C", "H", "H", "C", "C", "N", "H", "N", "H", "C", "H", "C", "C", "C", "Ru", "C", "C", "H", "H", "H", "H", "H"], "xyz": [[1.05, -3.80, -0.11], [2.17, 2.09, 0.12], [2.46, -1.34, -1.53], [-1.00, 4.56, 8.41], [-1.29, -1.29, -5.33], [-0.76, 1.94, -1.27], [-0.16, 1.78, 2.66], [-0.43, 0.07, -2.48], [-1.11, 0.21, 4.73], [-1.83, -2.45, -3.27], [3.75, -3.09, -1.67], [-0.73, 0.53, -1.54], [-1.99, 0.90, 0.37], [-0.94, -2.20, -4.32], [-2.77, 0.12, -6.05], [-0.27, 4.91, 6.14], [2.49, 1.29, 1.23], [3.04, -1.88, -3.56], [-0.05, -4.93, -2.17], [0.46, -1.55, -2.33], [0.01, -2.74, -4.33], [-3.79, -2.03, -2.44], [-2.14, -4.31, -2.22], [0.18, 4.20, 3.79], [3.56, -2.25, -0.98], [0.71, -3.34, -1.22], [0.04, 2.73, 1.89], [-0.96, 2.96, 6.75], [-1.48, -3.43, -2.17], [3.86, -0.47, -2.88], [-0.45, 3.89, 5.82], [-3.42, -0.89, -4.25], [-0.58, -1.11, -6.14], [1.89, 1.57, -2.06], [-0.44, 2.16, 4.11], [2.89, -0.95, 1.37], [1.02, -1.89, -1.46], [-1.57, -0.13, -0.54], [-1.77, 3.13, 0.30], [-0.17, 0.51, 2.36], [2.54, -0.09, 0.80], [2.06, 3.17, 0.11], [4.49, -1.67, -0.95], [-1.69, 2.52, 8.89], [2.05, 1.25, -1.04], [-2.01, -1.12, -0.65], [2.76, 1.61, 2.23], [2.33, -0.10, -0.65], [-1.50, 2.15, -0.09], [-1.23, 3.37, 8.09], [2.21, -0.30, -3.49], [-0.09, -3.92, -2.22], [-1.61, -2.93, -1.20], [-0.20, 3.49, 4.52], [3.35, -2.63, 0.02], [-2.52, -0.62, -5.28], [-3.08, -1.81, -3.25], [-0.94, 1.23, 5.05], [0.41, -0.05, 0.24], [2.89, -0.98, -2.95], [-1.20, 1.63, 6.35], [-2.65, 0.71, 1.22], [-1.60, 0.93, 7.08], [0.48, -1.60, -0.44], [-4.39, -0.40, -4.22], [-0.34, 2.70, -1.91]]}

No. 3
{"formula": "C29H29N4O10SV", "method": "ωB97M-V/def2-TZVPD", "orbital_gap_ev": [7.553, 7.746], "de_lowest_kj_mol": 81.67, "multiplicity": 2, "charge": 1, "symbols": ["H", "C", "C", "C", "C", "S", "C", "H", "C", "C", "C", "H", "O", "H", "O", "V", "H", "H", "H", "C", "C", "C", "C", "H", "C", "H", "H", "H", "H", "C", "H", "C", "C", "H", "C", "C", "C", "H", "N", "O", "C", "C", "H", "C", "H", "O", "N", "O", "H", "O", "H", "C", "H", "H", "H", "H", "O", "C", "C", "C", "C", "H", "O", "H", "C", "N", "H", "C", "N", "O", "H", "H", "O", "H"], "xyz": [[-0.34, -0.76, -3.71], [4.20, 0.49, 1.21], [-1.85, 1.79, -2.57], [-2.43, -0.79, 0.75], [1.00, 0.68, 4.29], [1.41, 3.17, 0.00], [0.86, -2.54, 0.85], [1.17, 1.73, -4.56], [-2.91, 2.65, -2.82], [-2.64, 2.33, -5.18], [2.83, 0.22, -1.15], [-3.00, 3.87, 2.04], [0.44, -1.70, -0.04], [-0.54, -3.85, 1.77], [2.02, 2.90, 1.29], [0.27, 0.32, 0.05], [-3.51, 2.09, 5.90], [1.09, -0.02, 5.11], [-1.81, -3.99, -0.09], [0.94, -5.10, 0.73], [2.83, 0.38, 1.16], [0.00, 0.25, -3.45], [0.06, -3.87, 0.87], [-1.69, 0.51, 5.41], [-0.31, -4.88, -1.32], [-0.52, -0.66, 3.46], [-0.28, -4.44, -2.32], [-1.56, 1.59, -1.56], [-3.32, -0.27, 1.15], [-1.57, 1.47, -4.93], [-4.13, 3.60, -4.31], [1.85, 0.47, 2.27], [1.90, 0.26, -2.29], [1.35, -6.26, -1.09], [-2.72, 3.13, 2.79], [4.21, 0.32, -1.20], [-1.97, 1.26, 4.67], [0.44, -5.97, 1.16], [0.62, 0.16, -2.11], [0.27, 1.94, -0.05], [-3.38, 3.08, 4.00], [4.89, 0.43, 0.01], [-1.14, 2.36, 1.58], [-1.29, 1.32, 3.45], [-4.19, 3.77, 4.21], [1.76, -2.39, 1.66], [0.59, 0.31, 2.01], [2.36, 0.42, -3.50], [-0.74, -2.89, -0.67], [-2.35, -2.01, 0.80], [5.97, 0.49, 0.00], [1.20, 0.67, -4.34], [1.89, -4.95, 1.23], [0.92, 1.70, 4.68], [-1.06, 1.01, -5.77], [4.71, 0.36, -2.16], [-1.54, 0.01, 0.24], [-1.66, 2.27, 2.51], [-3.31, 2.92, -4.12], [-1.17, 1.20, -3.63], [1.08, -5.25, -0.79], [1.84, -4.57, -1.17], [0.66, 4.38, -0.07], [4.70, 0.64, 2.16], [-3.00, 2.14, 4.95], [2.19, 0.18, 0.01], [-2.94, 2.53, -6.20], [-0.14, 0.35, 3.30], [-0.83, -3.87, -0.34], [2.22, 2.84, -1.14], [-3.43, 3.11, -1.99], [1.31, 0.10, -5.25], [2.22, 0.61, 3.50], [-0.97, -5.74, -1.34]]}

No. 4
{"formula": "C29H29NO6", "method": "ωB97M-V/def2-TZVPD", "orbital_gap_ev": 7.016, "de_lowest_kj_mol": 31.48, "smiles": "CCCCC1=CC2=C(c3ccco3)C(=O)[C@@](C)(OC(=O)c3ccc(OC)cc3)C(=O)C2=CN1C1CC1", "symbols": ["C", "H", "O", "H", "H", "O", "C", "H", "H", "H", "H", "C", "C", "O", "C", "H", "C", "O", "C", "C", "C", "C", "H", "C", "H", "C", "H", "N", "H", "H", "C", "H", "H", "H", "C", "C", "O", "H", "C", "C", "H", "C", "H", "H", "C", "H", "C", "H", "H", "C", "C", "C", "H", "C", "H", "H", "C", "C", "H", "O", "C", "H", "H", "C", "C"], "xyz": [[-3.94, 2.43, 0.75], [1.98, -2.99, -1.20], [-0.48, -3.34, -0.86], [0.44, 3.48, 1.01], [2.35, -3.35, 3.28], [-4.85, -0.79, -1.57], [5.25, 0.47, -2.31], [5.90, 1.30, -2.58], [2.79, 4.09, 0.42], [1.18, 0.96, 3.62], [5.46, 0.18, -1.28], [1.26, -1.46, 2.96], [-3.80, -0.88, -0.97], [-3.06, -3.64, 0.81], [1.89, -1.97, -1.55], [2.90, 2.67, -0.62], [0.67, 1.37, 2.75], [3.93, 0.94, -2.46], [-0.22, 0.33, 2.13], [-1.32, 0.71, 1.42], [-2.63, -2.64, 0.30], [-0.79, -1.93, 1.79], [3.99, -1.65, -1.60], [0.50, -0.13, -2.22], [-1.53, 1.76, 1.31], [1.62, 0.63, -2.45], [-3.82, -2.80, -2.95], [0.07, -1.01, 2.30], [2.35, 1.14, 1.40], [-3.76, 2.33, 1.80], [3.02, -1.21, -1.78], [0.56, 2.04, -0.02], [-4.96, 3.70, -2.09], [-4.83, 4.46, 0.52], [-4.52, 3.53, 0.08], [2.21, 3.40, -0.20], [-4.11, 1.95, -1.42], [-0.59, -2.97, 2.00], [-3.55, -3.23, -1.99], [0.62, -1.44, -1.77], [3.46, -1.10, 2.79], [1.13, 2.72, 0.62], [-4.44, -3.60, -1.50], [2.36, 2.61, 2.37], [-4.59, 3.18, -1.23], [1.77, 3.96, -1.02], [2.90, 0.10, -2.23], [1.53, -3.26, 1.67], [0.04, 2.19, 3.09], [-2.91, -2.17, -1.11], [-0.56, -2.26, -1.41], [1.72, 1.94, 1.79], [-0.48, 0.29, -2.38], [-3.71, 1.48, -0.22], [2.57, -1.07, 1.21], [-2.85, -4.05, -2.13], [-1.83, -1.60, 0.99], [-3.18, 0.13, -0.13], [1.55, 1.65, -2.80], [-1.70, -1.64, -1.69], [1.94, -2.72, 2.52], [5.45, -0.38, -2.98], [1.26, -1.25, 4.02], [2.58, -1.40, 2.24], [-2.15, -0.22, 0.72]]}

What did the first record say?
{"formula": "C29H29Ge2N2O2PdS", "method": "ωB97M-V/def2-TZVPD", "orbital_gap_ev": [6.818, 6.645], "de_lowest_kj_mol": 137.30, "multiplicity": 2, "symbols": ["C", "H", "S", "C", "C", "C", "C", "C", "H", "H", "H", "H", "H", "C", "H", "H", "C", "H", "C", "H", "H", "H", "H", "C", "C", "H", "Pd", "Ge", "C", "C", "H", "C", "H", "H", "H", "H", "H", "C", "H", "C", "C", "C", "H", "H", "H", "C", "C", "C", "H", "O", "C", "H", "H", "C", "N", "C", "C", "C", "Ge", "O", "H", "C", "H", "N", "C", "C"], "xyz": [[1.07, -1.68, 3.40], [4.88, 1.93, -0.56], [0.96, 3.10, -2.68], [-1.55, -1.23, -0.84], [2.45, 1.80, 1.79], [3.25, 2.01, 2.93], [4.44, 1.96, 0.42], [-5.39, 1.83, 1.84], [3.62, 0.29, -2.78], [4.04, -1.34, -3.34], [-6.19, 2.17, -1.43], [-3.66, -2.36, -3.25], [-5.25, -2.30, -1.35], [2.94, -2.39, 2.08], [3.92, -2.85, 2.01], [-3.72, 2.17, -1.62], [-4.20, 2.08, -0.66], [1.96, -3.73, -1.89], [3.54, -0.77, -2.56], [2.80, -2.67, 4.20], [2.77, 2.03, 3.90], [-4.47, -1.55, 0.88], [-1.33, -1.66, -2.94], [-3.33, -2.04, -2.27], [-1.93, 1.91, 0.34], [0.65, 1.76, 3.03], [0.53, 1.79, -0.88], [0.29, -0.66, -0.67], [-5.58, 2.08, -0.54], [3.06, 1.71, 0.52], [0.73, 0.60, -4.05], [1.02, 1.75, 2.01], [-0.51, -0.70, 2.36], [1.57, -0.60, -5.04], [0.57, -1.59, 4.36], [-2.14, -0.89, 1.21], [2.84, -1.97, -0.01], [-3.78, -1.59, 0.05], [6.26, 2.36, 1.45], [-3.41, 1.96, 0.48], [5.19, 2.18, 1.55], [-2.01, -1.64, -2.09], [-5.85, 1.73, 2.82], [0.49, -3.56, -2.86], [5.21, 2.36, 3.70], [2.32, -1.89, 0.94], [4.61, 2.19, 2.82], [-4.21, -2.01, -1.20], [-7.25, 1.94, 0.79], [2.42, 1.34, -0.58], [1.52, -3.23, -2.76], [4.02, -0.96, -1.61], [2.08, -3.54, -3.64], [1.07, -1.29, 1.01], [-1.20, 1.77, 1.41], [-6.18, 1.94, 0.71], [-4.01, 1.84, 1.73], [-2.46, -1.21, 0.23], [1.66, -1.28, -2.60], [-1.47, 1.95, -0.87], [-0.07, -0.92, -4.47], [0.88, -0.47, -4.21], [-3.38, 1.74, 2.61], [0.14, 1.78, 1.07], [2.32, -2.28, 3.31], [0.45, -1.19, 2.26]]}

Question: What is the formula in the second record?
Answer: C29H29N2O5Ru